[1]
Formula: C20H32F3IrN5O8S3
Source: OMol25
Level of theory: ωB97M-V/def2-TZVPD

XYZ file:
```
72
Properties=species:S:1:pos:R:3:lowdin_charge:R:1
Ir -1.17 -0.77 -0.75 1.22
S 4.09 1.16 1.51 0.68
S -2.71 -2.09 -2.20 0.98
S 0.94 -0.14 -2.64 0.97
F -5.77 -2.55 -2.50 0.15
F -4.79 -4.47 -2.30 0.17
F -6.63 -4.08 -1.23 0.18
O -1.18 -3.83 -2.07 -0.09
O -2.78 0.77 -1.01 -0.21
O 0.19 -2.52 -0.99 -0.24
O 0.01 3.74 2.38 0.14
O -0.07 0.75 -1.86 -0.61
O 5.05 0.44 0.72 -0.29
O 2.84 1.51 0.84 -0.32
O 1.80 3.08 3.41 0.09
N -0.12 -3.61 -1.53 -0.13
N 1.21 0.40 2.63 0.06
N -2.79 -1.81 0.32 -0.08
N 0.80 2.90 2.74 -0.31
N -0.29 -0.11 1.10 -0.02
C 3.69 0.07 2.90 -0.17
C 0.71 -0.58 1.87 -0.30
C -4.42 -2.53 1.87 0.01
C 2.33 0.25 3.57 -0.09
C 1.17 -1.99 1.89 0.04
C -3.49 -2.35 -0.68 -0.60
C -4.70 -3.00 -0.47 -0.07
C -4.30 2.54 -0.30 -0.04
C 2.58 0.24 -2.01 -0.36
C 0.51 1.55 2.30 -0.13
C 3.53 -0.92 -2.33 -0.10
C -5.49 -3.54 -1.64 -0.61
C -0.40 1.23 1.37 -0.03
C -3.23 -1.89 1.57 -0.08
C 5.05 3.65 1.11 -0.09
C -3.84 1.12 -0.07 -0.25
C 4.82 2.63 2.22 -0.28
C 1.03 0.57 -4.30 -0.36
C -0.32 0.50 -4.99 -0.11
C -5.16 -3.09 0.83 0.07
H 4.11 2.98 2.97 0.09
H 2.46 0.40 -0.94 0.05
H 3.76 -0.97 -3.39 0.08
H 5.75 2.28 2.68 0.12
H -6.11 -3.59 1.04 0.15
H -3.49 3.25 -0.14 0.09
H -4.65 0.41 -0.24 0.12
H 2.12 -0.63 4.18 0.14
H -0.62 -0.53 -5.20 0.08
H 4.13 3.84 0.57 0.08
H 1.80 0.00 -4.81 0.11
H 0.42 -2.63 1.43 0.07
H -4.68 2.66 -1.32 0.10
H 3.81 -0.93 2.47 0.10
H 1.36 -2.33 2.90 0.10
H -1.11 1.88 0.89 0.12
H 2.33 1.11 4.22 0.12
H -2.33 1.59 -1.30 0.10
H 5.37 4.59 1.56 0.09
H 5.81 3.31 0.42 0.09
H 4.48 0.23 3.63 0.12
H -5.10 2.78 0.40 0.10
H 3.10 -1.87 -2.02 0.07
H -1.09 0.97 -4.38 0.07
H 4.46 -0.77 -1.79 0.08
H 1.35 1.61 -4.16 0.11
H 2.92 1.18 -2.46 0.11
H -3.48 0.99 0.95 0.11
H 2.10 -2.10 1.31 0.10
H -4.77 -2.58 2.89 0.13
H -2.63 -1.41 2.33 0.13
H -0.27 1.03 -5.94 0.09
```

E_HOMO (alpha / beta): -14.482 / -15.223 eV
orbital gap (alpha / beta): 0.284 / 0.260 Eh
M: 815.915 u
net charge: +2
calculated total energy: -3254.75097 Ha
maximum force: 3.59 eV/Å
spin multiplicity: 2

[2]
Formula: C5H5N
Source: OMol25
Level of theory: ωB97M-V/def2-TZVPD

XYZ file:
```
11
Properties=species:S:1:pos:R:3:nbo_charge:R:1
N -2.16 0.88 0.30 -0.50
C -0.35 -0.31 0.35 0.03
C 1.78 0.37 0.00 -0.29
C -1.19 0.48 -0.43 -0.02
C 0.94 -0.91 0.08 -0.49
C 2.93 0.80 0.04 0.07
H 0.88 -1.49 -0.93 0.22
H -0.52 -0.40 1.46 0.22
H -0.85 0.63 -1.41 0.19
H -2.79 1.46 -0.25 0.33
H 1.32 -1.51 0.78 0.23
```

E_HOMO (alpha / beta): -10.241 / -8.839 eV
orbital gap (alpha / beta): 0.325 / 0.229 Eh
M: 79.102 u
calculated total energy: -247.98813 Ha
maximum force: 6.35 eV/Å
spin multiplicity: 1